Computed, not measured: a molecular structure, C29H78BrNNbO9S in a non-equilibrium geometry, with ωB97M-V with the def2-TZVPD basis set.

XYZ file:
```
120
Properties=species:S:1:pos:R:3:lowdin_charge:R:1
N 3.955 -0.299 1.827 -0.25
Nb 2.816 -1.256 0.329 1.30
C 1.007 -1.483 1.743 -0.38
C -0.211 -2.006 0.931 -0.41
C -1.568 -1.482 1.464 -0.56
S -2.164 -2.399 2.931 0.66
C 3.517 -3.358 0.890 -0.37
C 4.539 -3.420 1.947 -0.95
O 5.646 -3.103 1.786 -0.02
Br 4.068 -4.112 3.765 0.52
H 4.929 -0.607 1.808 -0.04
H 3.999 0.702 1.625 -0.05
H 4.180 -0.998 -0.881 -0.17
H 2.104 0.361 -0.154 -0.15
H 1.887 -2.025 -1.060 -0.14
H 1.306 -2.166 2.551 0.02
H 0.806 -0.486 2.152 0.00
H -0.209 -3.091 0.785 0.08
H -0.130 -1.561 -0.069 0.03
H -2.305 -1.607 0.666 0.05
H -1.458 -0.421 1.699 0.04
H -3.342 -2.971 2.581 -0.19
H 2.638 -3.969 1.125 0.03
H 3.952 -3.796 -0.019 0.05
C -5.031 0.958 1.325 -0.05
C -5.300 -0.197 0.372 -0.49
C -6.792 -0.386 0.137 -0.07
O -4.740 -1.394 0.902 -0.08
H -5.485 0.766 2.301 0.08
H -3.959 1.076 1.488 0.08
H -5.430 1.896 0.933 0.08
H -4.801 -0.009 -0.581 0.14
H -7.303 -0.620 1.076 0.08
H -6.969 -1.222 -0.541 0.08
H -7.243 0.512 -0.290 0.08
H -5.168 -1.575 1.747 0.08
C 1.474 2.962 3.363 -0.05
C 0.815 2.771 2.007 -0.49
C 0.280 4.080 1.451 -0.07
O -0.254 1.834 2.128 -0.07
H 0.753 3.344 4.090 0.06
H 1.842 2.008 3.746 0.08
H 2.313 3.661 3.303 0.08
H 1.538 2.346 1.307 0.11
H -0.482 4.507 2.108 0.08
H -0.194 3.909 0.484 0.07
H 1.078 4.813 1.324 0.07
H -0.899 2.199 2.747 0.09
C -0.764 8.870 -0.663 -0.06
C -0.278 7.980 0.466 -0.49
C 1.210 8.161 0.726 -0.06
O -0.553 6.622 0.122 -0.07
H -0.248 8.620 -1.595 0.09
H -1.830 8.707 -0.830 0.07
H -0.601 9.929 -0.452 0.08
H -0.835 8.199 1.378 0.14
H 1.792 7.901 -0.163 0.08
H 1.541 7.501 1.528 0.08
H 1.440 9.191 1.004 0.08
H -0.066 6.421 -0.687 0.09
C -3.931 4.538 -2.084 -0.06
C -3.789 5.768 -2.966 -0.48
C -2.496 5.727 -3.767 -0.06
O -3.815 6.942 -2.150 -0.07
H -3.109 4.481 -1.364 0.08
H -4.857 4.587 -1.508 0.08
H -3.933 3.624 -2.677 0.07
H -4.641 5.833 -3.645 0.14
H -1.628 5.708 -3.100 0.07
H -2.403 6.623 -4.386 0.08
H -2.455 4.851 -4.409 0.06
H -3.061 6.888 -1.549 0.06
C -1.873 0.302 -3.645 -0.05
C -1.729 1.529 -4.532 -0.49
C -0.436 1.483 -5.332 -0.06
O -1.756 2.710 -3.728 -0.08
H -1.053 0.247 -2.924 0.09
H -2.800 0.351 -3.071 0.07
H -1.877 -0.616 -4.235 0.08
H -2.580 1.591 -5.214 0.14
H 0.430 1.466 -4.665 0.09
H -0.341 2.372 -5.958 0.08
H -0.398 0.599 -5.972 0.08
H -1.008 2.667 -3.120 0.10
C 0.936 1.611 7.153 -0.06
C -0.042 2.743 6.880 -0.51
C -0.306 3.565 8.134 -0.07
O -1.270 2.207 6.390 -0.05
H 0.533 0.926 7.904 0.08
H 1.107 1.028 6.247 0.08
H 1.895 1.993 7.508 0.08
H 0.356 3.389 6.099 0.11
H -0.750 2.943 8.917 0.08
H -1.016 4.367 7.923 0.08
H 0.615 4.006 8.520 0.08
H -1.635 1.631 7.072 0.09
C 2.348 -6.393 -2.849 -0.06
C 1.939 -6.228 -1.393 -0.49
C 0.760 -7.126 -1.048 -0.06
O 1.597 -4.870 -1.137 -0.10
H 1.526 -6.112 -3.516 0.08
H 3.189 -5.739 -3.087 0.08
H 2.635 -7.420 -3.063 0.04
H 2.785 -6.468 -0.745 0.14
H -0.112 -6.869 -1.657 0.08
H 0.471 -6.994 -0.004 0.08
H 1.001 -8.179 -1.214 0.07
H 0.851 -4.636 -1.701 0.08
C 3.979 -11.325 -3.486 -0.07
C 4.181 -10.028 -4.256 -0.49
C 5.462 -10.066 -5.076 -0.07
O 4.226 -8.932 -3.346 -0.07
H 4.802 -11.491 -2.786 0.08
H 3.062 -11.281 -2.897 0.08
H 3.919 -12.181 -4.161 0.08
H 3.328 -9.856 -4.915 0.14
H 6.333 -10.192 -4.426 0.08
H 5.598 -9.128 -5.615 0.08
H 5.446 -10.885 -5.798 0.08
H 4.975 -9.067 -2.753 0.10
```

Its multiplicity is 1. The net charge is -1. The calculation puts the lowest unoccupied orbital energy at 2.215 eV. As for the HOMO energy: -4.20 eV. As for the HOMO-LUMO gap: 0.236 Eh.

Computed, not measured: 10 unconnected molecules or ions with the total composition C29H78O10 in a non-equilibrium geometry, with ωB97M-V with the def2-TZVPD basis set.

XYZ file:
```
117
Properties=species:S:1:pos:R:3:mulliken_spin:R:1
C 14.809 18.370 -16.482 0.32
C 14.819 19.141 -17.828 -0.16
O 13.587 19.924 -17.829 -0.83
H 15.641 17.665 -16.467 0.03
H 13.872 17.813 -16.464 0.31
H 14.702 18.869 -15.519 0.25
H 14.875 18.468 -18.684 0.02
H 15.606 19.894 -17.876 -0.29
H 13.591 20.453 -17.027 0.48
C 9.657 17.182 -18.079 0.11
C 10.952 16.774 -17.310 -0.40
C 10.699 15.777 -16.176 0.04
O 11.792 16.233 -18.303 0.05
H 9.313 16.426 -18.785 0.01
H 9.828 18.061 -18.701 0.00
H 8.803 17.358 -17.426 0.01
H 11.421 17.672 -16.907 0.04
H 10.287 14.848 -16.572 -0.01
H 9.887 16.055 -15.503 0.01
H 11.602 15.650 -15.579 0.00
H 11.894 16.904 -18.981 -0.01
C 11.660 11.668 -13.985 0.00
C 10.842 12.837 -13.466 0.10
C 9.430 12.821 -14.039 -0.01
O 10.872 12.841 -12.104 -0.05
H 11.908 11.797 -15.038 0.00
H 11.105 10.731 -13.931 -0.01
H 12.572 11.519 -13.406 0.01
H 11.346 13.750 -13.783 0.00
H 9.437 12.879 -15.127 0.00
H 8.777 13.607 -13.661 0.01
H 8.953 11.885 -13.746 0.00
H 10.278 12.157 -11.787 0.01
C 13.998 14.121 -16.925 0.08
C 13.467 13.434 -18.110 -0.02
C 13.772 11.907 -18.099 0.00
O 12.109 13.507 -18.041 0.01
H 13.587 13.542 -16.098 0.01
H 13.588 15.127 -16.839 -0.02
H 15.081 14.173 -16.813 0.00
H 13.812 13.799 -19.078 -0.01
H 13.510 11.358 -17.195 0.00
H 14.857 11.813 -18.122 0.00
H 13.404 11.485 -19.035 0.00
H 11.854 14.432 -18.015 0.01
C 13.422 19.500 -21.518 0.14
C 12.080 19.011 -20.989 -0.03
C 11.376 17.954 -21.748 0.02
O 12.316 18.456 -19.710 0.09
H 13.697 20.282 -20.811 0.01
H 13.346 19.888 -22.534 -0.01
H 14.183 18.720 -21.489 -0.02
H 11.345 19.812 -20.906 0.08
H 10.534 17.461 -21.263 0.03
H 12.070 17.221 -22.157 -0.02
H 10.939 18.322 -22.676 0.00
H 12.899 19.066 -19.252 0.08
C 14.238 16.371 -13.618 -0.46
C 15.232 16.228 -12.499 0.29
C 14.863 17.017 -11.227 -0.08
O 15.405 14.889 -12.196 -0.06
H 14.648 15.854 -14.486 0.06
H 14.079 17.434 -13.797 -0.15
H 13.244 15.945 -13.489 0.17
H 16.233 16.485 -12.846 -0.05
H 13.875 16.767 -10.840 0.05
H 14.818 18.098 -11.360 0.07
H 15.538 16.838 -10.390 -0.05
H 14.609 14.612 -11.737 0.03
C 8.252 20.332 -21.155 0.02
C 6.976 19.548 -21.159 0.00
C 7.075 18.084 -20.667 -0.01
O 6.001 20.290 -20.393 -0.01
H 8.178 21.401 -21.353 0.01
H 8.953 19.923 -21.883 0.00
H 8.787 20.117 -20.231 0.00
H 6.548 19.546 -22.161 0.00
H 7.088 17.913 -19.590 0.01
H 7.859 17.531 -21.184 0.00
H 6.163 17.561 -20.954 0.00
H 6.158 20.213 -19.449 0.01
C 10.458 23.049 -16.561 0.42
C 9.569 21.829 -16.626 -0.29
C 10.362 20.644 -17.308 -0.06
O 9.119 21.467 -15.400 -0.15
H 11.418 22.779 -16.121 -0.12
H 10.068 23.869 -15.957 0.00
H 10.639 23.440 -17.562 -0.02
H 8.725 22.019 -17.289 0.01
H 9.690 19.792 -17.414 0.16
H 11.186 20.315 -16.674 0.01
H 10.768 21.099 -18.211 0.10
H 9.869 21.232 -14.848 0.23
C 6.149 15.729 -17.767 0.02
C 6.805 14.365 -17.727 -0.02
C 6.923 13.809 -16.302 0.03
O 5.994 13.345 -18.316 -0.01
H 6.812 16.465 -17.313 -0.01
H 5.229 15.771 -17.184 -0.01
H 5.828 16.118 -18.733 0.01
H 7.700 14.250 -18.339 0.00
H 7.491 14.556 -15.747 -0.01
H 7.330 12.798 -16.315 0.01
H 5.991 13.813 -15.737 -0.01
H 5.118 13.420 -17.931 0.00
C 11.493 18.772 -14.221 1.08
C 11.405 19.838 -13.113 -0.25
C 12.581 19.848 -12.128 0.64
O 11.330 21.095 -13.745 -0.79
H 10.603 18.571 -14.818 -0.10
H 11.641 17.757 -13.853 -0.01
H 12.339 18.927 -14.891 -0.03
H 10.501 19.671 -12.528 -0.38
H 13.597 19.858 -12.522 -0.02
H 12.448 18.991 -11.468 0.20
H 12.530 20.685 -11.431 -0.39
H 11.468 21.762 -13.069 0.41
```

As for the expectation value of S²: 0.750. Its multiplicity is 2. The net charge is -1. The calculation puts the lowest unoccupied orbital energy (alpha / beta) at 2.280 / 2.226 eV. As for the HOMO energy (alpha / beta): 0.54 / -7.04 eV. As for the HOMO-LUMO gap (alpha / beta): 0.064 / 0.340 Eh.

Q: Which E_tot values were calculated for the entries above? A: -133679.613; -51810.312, in eV.